Entry 1:
C10H17N3O5PdS as an isolated structure. Source: the OMol25 dataset; level of theory: ωB97M-V with the def2-TZVPD basis set.

The geometry in XYZ format:
```
37
C10H17N3O5PdS | the OMol25 dataset | ωB97M-V with the def2-TZVPD basis set
Pd -1.1055 -0.1730 -0.2749
O 1.2080 -1.2958 1.7877
C 1.5509 -0.0148 1.3216
C 0.7785 1.1205 1.9760
N -0.6303 1.2770 1.5124
C -0.7834 2.5811 0.8427
C 0.0556 2.7702 -0.4395
O 0.2439 3.9499 -0.7865
O 0.4413 1.7209 -1.0180
C -1.5598 1.2500 2.6549
C -1.6643 -0.0306 3.5226
O -2.4491 0.0999 4.4822
O -0.9818 -1.0425 3.2212
H 0.3123 -1.2392 2.2227
H 2.6200 0.1455 1.5301
H 1.4279 0.0698 0.2367
H 0.7756 0.9489 3.0563
H 1.3173 2.0560 1.7909
H -1.8325 2.6980 0.5603
H -0.5365 3.3993 1.5359
H -1.3206 2.0708 3.3494
H -2.5634 1.4428 2.2738
S -2.8009 -1.3431 -1.3911
C -1.1571 -1.4177 -1.8844
N -0.7174 -0.7757 -3.0802
C 0.7366 -0.5780 -3.1700
C 1.4443 -1.9064 -2.9741
C 1.0200 -2.5068 -1.6460
N -0.4394 -2.6316 -1.6386
H -1.1872 0.1206 -3.1245
H 1.0814 0.1520 -2.4305
H 0.9526 -0.1769 -4.1646
H 2.5268 -1.7495 -2.9876
H 1.1814 -2.5965 -3.7823
H 1.3784 -1.8901 -0.8134
H 1.4448 -3.5060 -1.5165
H -0.7684 -2.9990 -0.7546
```

Values from the calculation:
* net charge: -2
* HOMO level: -0.04670 Eh
* energy above the lowest of the compared OMol25 structures with the same formula, charge and spin: 23.9 kJ/mol
* lowest unoccupied orbital energy: 5.244 eV
* HOMO-LUMO gap: 6.5 eV
* largest force on an atom: 0.3 eV Å⁻¹

---

Entry 2:
A 2-piece molecular cluster, NO5S overall in a non-equilibrium geometry. Source: the OMol25 dataset; level of theory: ωB97M-V with the def2-TZVPD basis set.

The geometry in XYZ format:
```
7
NO5S | the OMol25 dataset | ωB97M-V with the def2-TZVPD basis set
N 1.6352 0.7318 -1.6743
O -0.7350 0.4963 1.8559
O 0.6498 0.2088 -1.1127
O 2.4101 1.4040 -1.0143
O -2.3315 -0.4896 0.1260
O -0.5130 -1.8157 0.9493
S -1.1156 -0.5356 0.8701
```

Values from the calculation:
* net charge: -1
* HOMO level (alpha / beta): -0.13231 / -0.13225 Eh
* energy above the lowest of the compared OMol25 structures with the same formula, charge and spin: 145.1 kJ/mol
* lowest unoccupied orbital energy (alpha / beta): 2.709 / 2.708 eV
* HOMO-LUMO gap (alpha / beta): 6.3 / 6.3 eV
* largest force on an atom: 3.2 eV Å⁻¹

---

Entry 3:
C14H18I2N2O5S3Sr as an isolated structure in a non-equilibrium geometry. Source: the OMol25 dataset; level of theory: ωB97M-V with the def2-TZVPD basis set.

The geometry in XYZ format:
```
45
C14H18I2N2O5S3Sr | the OMol25 dataset | ωB97M-V with the def2-TZVPD basis set
C 3.6750 2.9715 -0.3896
C 3.9043 2.1774 1.0627
C 3.2785 0.6628 1.0852
I 4.1763 -0.5466 2.7325
C 1.6189 0.6205 1.2035
I 0.5806 2.5648 1.5581
O 1.1988 -0.1095 2.4460
S -0.4957 -0.4824 2.3419
O -0.7271 -1.9707 2.8117
O -1.4786 0.2955 3.2484
O -0.5803 -0.2579 0.6300
C 0.8017 -0.2663 0.0451
C 0.7393 0.4900 -1.4441
C 2.1756 0.4732 -2.2394
O 2.9035 -0.6061 -2.5439
C 1.1439 -1.8640 -0.0778
C 0.3034 -2.6753 -1.2268
C -1.2467 -3.0664 -0.7882
S -2.3690 -1.8489 -1.6799
C -4.0698 -1.7535 -0.8496
S -4.8497 -3.1806 -0.3523
N -4.7849 -0.4146 -0.5697
C -5.4342 0.0943 0.7011
C -6.0525 1.6409 0.5702
N -5.7080 1.9094 -0.8814
C -4.9979 0.7335 -1.5554
H 4.4103 2.5183 -1.2007
H 3.9732 4.1224 -0.2853
H 2.5630 2.9444 -0.7556
H 5.0887 2.0503 1.1428
H 3.6068 2.8459 1.9928
H 3.6679 0.1256 0.0931
H 0.4139 1.6232 -1.3598
H -0.0732 -0.0120 -2.1593
H 2.6134 1.5182 -2.6105
H 2.2970 -1.9319 -0.3793
H 1.0472 -2.4712 0.9261
H 0.2711 -2.1610 -2.2773
H 0.8771 -3.7096 -1.3892
H -1.5514 -4.1448 -1.1978
H -1.3989 -3.1154 0.3737
H -5.4875 -0.5593 1.6871
H -6.5768 2.3100 1.3763
H -4.6707 0.7529 -2.6920
Sr 5.2232 1.7032 2.8765
```

Values from the calculation:
* net charge: +2
* HOMO level: -0.41506 Eh
* lowest unoccupied orbital energy: -8.752 eV
* HOMO-LUMO gap: 2.5 eV
* largest force on an atom: 10.1 eV Å⁻¹